No. 1
The following is a DFT calculation (ωB97M-V/def2-TZVPD) of a single C2H3NO2 molecule.

Properties
LUMO energy, eV: -0.02
HOMO-LUMO gap, eV: 9.218
Molecular weight, g/mol: 73.05

Atoms and positions in Å:
O (1.09482, -1.40394, -0.24868)
O (0.53397, 0.42310, 1.18122)
N (0.14912, 0.50003, -1.16833)
C (0.46377, -0.39045, -0.15214)
C (-0.59264, -0.17781, 1.22610)
H (-1.10044, -0.09084, 2.20883)
H (0.03365, 0.01081, -2.04568)
H (-0.61040, 1.13713, -0.97511)

Force components x, y, z for each atom (eV/Å):
-0.2 0.4 0.0
-0.2 -0.2 0.0
-0.1 -0.1 0.0
0.2 -0.3 -0.4
0.2 0.2 0.4
0.0 0.0 -0.1
0.0 0.1 0.1
0.1 -0.1 0.0

---

No. 2
The following is a DFT calculation (ωB97M-V/def2-TZVPD) of a gas-phase ion, C12H25Br2FN6O5P (charge +1) in a non-equilibrium geometry.

Properties
Net charge: +1
LUMO energy, eV: -4.81
HOMO-LUMO gap, eV: 7.463
Molecular weight, g/mol: 543.15

Atoms and positions in Å:
Br (4.57924, -1.63344, 0.48637)
Br (3.52187, 1.28961, 2.95037)
P (-0.54886, 1.69812, -0.47335)
F (-0.54323, 3.97914, 3.77780)
O (-1.78278, 2.62072, -0.19562)
O (-1.74144, 1.31331, -1.96075)
O (0.39887, 4.39600, 1.73617)
O (-3.75863, 0.98497, -2.93839)
O (-1.94732, 1.30062, -4.22188)
N (0.66261, 1.83155, 0.82532)
N (-0.03601, -2.36441, 3.25402)
N (1.63425, -0.42431, 1.60590)
N (-1.32247, -1.05902, 1.69852)
N (2.58385, 0.93429, -0.24524)
N (-0.73198, -3.37399, 1.11844)
C (1.66497, 0.74849, 0.74496)
C (1.10862, -1.66390, 1.00995)
C (-0.25149, -2.12766, 1.80239)
C (3.91895, -1.52546, 2.35185)
C (3.66537, -3.05055, 2.89642)
C (-4.22078, 1.22904, -4.26317)
C (-2.42288, 1.20736, -2.95350)
C (2.69464, -0.52751, 2.61303)
C (0.04427, 1.91956, 2.17841)
C (-0.02973, 3.51263, 2.52646)
C (-2.94891, 1.65864, -6.40979)
C (-3.01186, 0.90712, -5.08985)
H (-3.92490, 2.05523, -6.70000)
H (2.22010, -0.81682, 3.63095)
H (-2.63496, 0.98189, -7.20901)
H (2.99797, 1.87540, -0.30601)
H (-1.71145, -1.04747, 0.73868)
H (-2.22723, 2.47805, -6.37767)
H (3.37328, -3.74789, 2.03925)
H (-0.92218, 0.31403, -0.69616)
H (0.64318, 1.45231, 3.02890)
H (-5.07002, 0.58808, -4.50238)
H (-4.53241, 2.27585, -4.33351)
H (4.80653, -1.13909, 2.99016)
H (-1.74879, -3.24685, 0.94481)
H (-2.04829, -1.32351, 2.38713)
H (1.82159, -2.54630, 0.89323)
H (0.85193, -2.86214, 3.40278)
H (4.70400, -3.40375, 3.27659)
H (-0.10823, -1.50419, 3.81491)
H (-0.30511, -3.36670, 0.16440)
H (0.73622, -1.41175, -0.06404)
H (2.77737, 0.17668, -0.93219)
H (-1.04296, 1.56974, 2.12753)
H (-2.92311, -0.17099, -5.26153)
H (0.11558, 2.12714, -1.68762)
H (2.97274, -3.08783, 3.80594)

Force components x, y, z for each atom (eV/Å):
-0.3 0.2 0.8
-0.7 -0.9 -0.2
-3.8 3.4 -1.2
0.9 -2.0 -2.6
4.1 -1.6 1.9
-2.7 -1.6 -4.6
-2.1 -4.6 4.0
1.3 0.1 0.6
0.0 0.0 1.6
2.7 -4.1 1.8
0.2 0.3 -1.2
0.7 1.4 -1.2
1.1 -0.7 0.3
-1.5 -0.5 0.8
0.5 1.1 -0.8
-1.2 1.7 -0.4
-2.6 -0.4 -0.9
-0.4 0.3 -0.5
0.3 -0.9 2.0
1.3 0.3 -0.2
-0.7 -0.1 -0.3
-0.3 0.1 -0.5
1.0 -0.5 0.9
-1.5 2.1 1.4
1.8 4.3 -2.8
0.2 -0.3 -0.5
-0.3 0.2 -1.2
0.1 0.0 0.1
0.9 0.5 -1.8
0.0 0.2 0.1
-0.8 -0.6 -0.7
0.1 -0.2 1.0
-0.2 0.0 0.2
0.1 1.0 1.4
1.7 0.4 1.5
-0.9 0.3 -1.5
0.1 0.0 0.2
0.1 -0.1 -0.1
-1.6 -0.5 -1.3
1.0 -0.4 0.4
0.4 0.3 -0.7
-0.6 1.4 0.5
-0.8 0.3 0.1
-1.8 0.5 -0.7
0.3 -0.6 -0.5
-0.5 -0.3 1.0
0.7 -0.4 1.6
0.6 0.7 1.3
1.6 0.2 0.4
0.0 0.1 0.2
0.8 -0.5 1.6
0.8 0.1 -1.4

---

No. 3
The following is a DFT calculation (ωB97M-V/def2-TZVPD) of a molecular structure, C15H28CoN4Se2 in a non-equilibrium geometry.

Properties
Net charge: +3
LUMO energy (spin up / spin down), eV: -10.93 / -10.93
HOMO-LUMO gap (spin up / spin down), eV: 8.079 / 8.083
Molecular weight, g/mol: 481.27

Atoms and positions in Å:
Se (-0.70704, 0.61542, 2.21944)
Se (1.15986, 2.65565, 0.25397)
Co (0.06390, 0.38071, -0.19598)
N (0.59236, 0.29095, -2.16192)
N (-0.68019, -1.39609, -0.11094)
N (-1.81872, 0.77253, -0.96403)
N (1.82159, -0.69841, 0.04741)
C (-2.61064, -2.77057, 0.01847)
C (-0.62613, 0.07095, -2.96461)
C (1.55386, -2.13164, 0.34542)
C (-2.75658, -0.34340, -0.67752)
C (0.57796, 4.50575, 0.06334)
C (-1.64809, 1.02695, -2.41651)
C (2.61451, -0.52119, -1.19367)
C (-0.44437, -3.66905, 0.52783)
C (1.69450, -0.67048, -2.37324)
C (-2.00727, -1.55754, -0.24692)
C (0.09596, -2.42764, 0.25825)
C (0.19239, 2.20007, 2.91414)
C (0.05050, -0.74278, 3.38263)
C (1.45966, 2.51428, 2.16294)
C (-1.81876, -3.83643, 0.42222)
H (0.94695, 1.21996, -2.38953)
H (3.04798, 0.48084, -1.18081)
H (3.43804, -1.23593, -1.24313)
H (-3.35613, -0.56917, -1.56216)
H (1.47988, 5.10417, 0.16336)
H (-2.21353, 1.61762, -0.56055)
H (0.40640, 2.01311, 3.96799)
H (1.13065, -0.63906, 3.45472)
H (-0.92887, -0.97263, -2.86825)
H (1.93054, -2.39282, 1.33548)
H (0.19551, -4.49202, 0.81955)
H (2.09520, -2.76190, -0.36379)
H (2.24580, -0.46178, -3.29184)
H (-0.46323, 0.27068, -4.02576)
H (2.22222, 1.74609, 2.28603)
H (0.15207, 4.63763, -0.92761)
H (-0.22286, -1.71865, 2.98720)
H (2.38070, -0.32336, 0.80832)
H (-1.29568, 2.05360, -2.53787)
H (-2.27085, -4.79110, 0.65934)
H (-3.45652, -0.04928, 0.10683)
H (-0.40744, -0.61024, 4.36055)
H (1.27555, -1.67426, -2.46234)
H (1.88399, 3.46145, 2.50047)
H (-0.54762, 2.99665, 2.85654)
H (-2.59551, 0.93992, -2.95071)
H (-3.68293, -2.87931, -0.08106)
H (-0.14956, 4.76170, 0.82834)

Force components x, y, z for each atom (eV/Å):
-0.2 -0.1 -0.6
0.7 -0.6 -0.7
-0.5 -0.9 0.0
-0.2 0.1 0.6
0.1 0.1 -0.1
0.5 0.6 0.6
-0.2 0.8 0.5
0.0 0.0 0.0
0.0 0.0 -0.2
0.0 -0.1 0.1
-0.2 -0.1 0.1
-0.5 0.0 0.1
-0.1 0.1 -0.3
0.3 0.0 -0.2
0.0 0.0 0.0
0.1 -0.1 -0.1
0.1 -0.1 0.0
-0.1 -0.1 -0.1
0.0 0.0 0.2
0.2 -0.1 -0.1
-0.1 0.1 0.1
0.0 0.0 0.0
0.0 0.0 0.0
0.0 0.0 0.0
0.0 0.0 0.1
0.0 0.1 0.0
0.0 -0.1 0.0
0.0 0.0 0.0
-0.1 0.0 0.0
0.0 0.0 0.0
0.0 0.0 0.1
0.0 0.1 0.0
0.0 0.0 0.0
0.0 0.0 0.0
-0.2 0.0 -0.1
0.1 -0.1 0.0
0.0 0.0 0.1
0.0 0.0 0.0
0.0 0.0 0.0
0.0 0.0 0.0
0.0 0.0 0.0
0.0 0.0 -0.1
0.0 0.1 0.0
0.0 0.0 0.0
0.0 0.0 0.1
0.1 0.0 -0.1
0.0 0.0 0.0
0.0 0.0 0.1
0.0 0.0 0.0
0.0 0.0 0.0

---

No. 4
The following is a DFT calculation (ωB97M-V/def2-TZVPD) of a molecular structure, C9H13BeClCsF9NNaO12P2S2 in a non-equilibrium geometry.

Properties
LUMO energy, eV: -4.76
HOMO-LUMO gap, eV: 1.709
Molecular weight, g/mol: 824.62

Atoms and positions in Å:
Cs (-5.14526, -2.26152, 2.15099)
Cl (-2.29599, 2.52960, 2.52937)
S (-6.48760, 0.89490, 2.96703)
S (6.77000, -2.20311, -3.80545)
P (1.06343, -0.16061, 1.77801)
P (-0.59924, -1.33460, 0.93043)
Na (-3.90483, 4.02224, 4.44813)
F (4.41460, -3.40915, -3.61412)
F (-0.09673, 0.87354, -3.03639)
F (-5.98398, 2.68412, 1.10399)
F (6.03282, -4.52253, -2.73029)
F (2.01329, -1.62748, -1.14086)
F (2.24773, -3.36768, -1.45210)
F (-5.58520, 3.38287, 3.05992)
F (-7.65378, 3.21079, 2.38191)
F (5.23435, -2.79097, -1.71944)
O (-3.07361, 2.13786, 5.25711)
O (6.09553, -0.92418, -3.92849)
O (-6.83001, 0.83380, 4.34737)
O (0.85573, 1.24553, 1.40010)
O (3.33735, 0.01410, -3.04869)
O (7.92866, -2.17514, -2.93854)
O (2.31486, -0.70726, 1.01623)
O (4.11692, 1.69270, -5.52874)
O (-4.36271, 0.42675, 5.84964)
O (7.00505, -2.86661, -5.06882)
O (-7.43517, 0.05809, 2.22137)
O (1.17214, -0.36041, 3.37219)
N (-3.29009, -0.82325, 0.73831)
C (-2.15661, -0.75382, 1.65020)
C (5.39920, 1.23735, -5.98070)
C (-6.47006, 2.66883, 2.33288)
C (-3.73330, 0.93049, 4.97775)
C (-2.25602, -0.21885, 3.04496)
C (-3.57969, 0.32270, 3.58924)
C (-4.77098, 0.25437, 2.59319)
C (5.55725, -3.27870, -2.92967)
C (-4.58997, -0.34073, 1.15843)
Be (0.98836, 0.42475, -1.13390)
H (3.24701, 0.70229, -3.72547)
H (4.11018, 2.64896, -5.61228)
H (0.82661, -1.22436, 3.64247)
H (-3.19370, -1.18615, -0.23328)
H (5.43709, 0.15714, -5.89493)
H (5.54592, 1.52433, -7.02690)
H (-2.83989, 2.07601, 6.19821)
H (-1.35069, -0.21432, 3.64258)
H (-5.45134, -0.37506, 0.39377)
H (-0.69461, -0.91088, -0.44075)
H (6.18516, 1.67277, -5.36130)
H (1.82534, -0.88043, 0.11201)
H (4.10649, 0.29089, -2.53668)

Force components x, y, z for each atom (eV/Å):
-2.7 -9.3 3.1
-0.3 0.8 -0.1
-0.6 -3.3 -0.6
1.2 0.6 -0.6
1.4 1.9 0.0
-1.3 -1.5 0.6
0.6 0.1 -0.7
0.1 0.1 -0.2
1.5 -0.6 3.6
-0.5 -0.3 -0.1
0.2 0.1 -0.1
-2.0 1.6 -0.1
-0.1 0.1 0.2
-0.5 0.0 0.6
-0.1 -0.1 0.2
0.2 0.2 0.0
0.1 -1.2 -0.2
-0.4 -0.1 0.3
1.2 1.4 0.8
-0.6 0.5 -0.4
-0.9 0.7 0.8
-0.3 -0.2 0.4
-1.5 -0.5 1.5
-0.1 0.0 0.1
-0.3 -0.6 0.1
-0.4 -0.3 0.0
1.7 1.3 -1.0
-0.7 -0.5 -1.1
-1.9 1.8 1.6
0.1 1.1 1.5
0.0 0.2 -0.2
0.9 -0.1 -0.8
0.4 0.2 -0.1
-4.1 0.3 -2.2
0.8 -1.1 -3.8
2.1 1.5 -2.3
-0.4 -0.2 0.1
2.7 6.5 0.8
-0.5 -0.3 -4.2
0.2 -0.2 -0.3
-0.1 0.0 0.0
0.5 -0.1 0.2
0.1 0.6 1.1
-0.1 0.0 0.2
0.1 0.0 0.0
-0.3 0.0 0.1
-0.2 0.2 -0.1
1.6 0.4 1.3
0.4 0.3 0.2
0.1 -0.2 0.0
2.2 -1.4 -0.3
0.3 -0.4 -0.3

---

No. 5
The following is a DFT calculation (ωB97M-V/def2-TZVPD) of a single C22H25N5O molecule in a non-equilibrium geometry.

Properties
LUMO energy, eV: 0.50
HOMO-LUMO gap, eV: 8.437
Molecular weight, g/mol: 375.48

Atoms and positions in Å:
O (-3.36346, -1.01631, -2.21249)
N (3.83938, 2.10916, -0.13536)
N (3.07159, 1.71035, 0.77398)
N (-2.36662, -1.62075, -0.21589)
N (-0.46610, -0.42434, -0.31219)
N (4.40639, 2.80179, -0.87257)
C (-3.87840, 2.24173, -5.08871)
C (-4.33123, 2.62042, -3.82178)
C (4.94597, 0.57617, 2.60509)
C (1.59188, -0.13256, 0.95305)
C (-3.41839, -2.52033, 0.20630)
C (-1.19248, -0.07117, -1.52395)
C (3.17461, -0.84598, 3.38017)
C (3.03554, 0.28306, 1.01416)
C (3.72618, -0.04773, 2.36355)
C (3.91941, -1.15040, 4.52277)
C (-2.59936, 1.68971, -5.23380)
C (-0.36651, -2.69219, 0.72711)
C (5.67798, 0.28342, 3.75186)
C (0.76557, 0.12165, -0.08134)
C (-1.47757, 1.44510, -1.62916)
C (-1.52205, -0.78913, 1.92942)
C (5.19269, -0.61471, 4.71649)
C (-1.15546, -1.38252, 0.55822)
C (-3.53131, 2.41387, -2.69864)
C (-1.80570, 1.46676, -4.10827)
C (-2.43991, -0.94658, -1.40311)
C (-2.28980, 1.79163, -2.84511)
H (0.65809, -2.49396, 1.06160)
H (-0.81000, 1.02147, -4.19305)
H (-0.51072, 1.97361, -1.62657)
H (3.59006, -0.32701, 0.25737)
H (-2.22791, 1.40061, -6.21510)
H (-2.01261, 1.74006, -0.71577)
H (5.76867, -0.87846, 5.60706)
H (-3.02238, -3.53987, 0.32067)
H (5.32693, 1.29444, 1.86880)
H (-0.34689, -3.23609, -0.23053)
H (-0.87270, -3.30242, 1.48600)
H (-1.96399, -1.58873, 2.53993)
H (1.08187, 0.80007, -0.88269)
H (-4.51287, 2.39089, -5.96437)
H (-3.85021, 2.70956, -1.69739)
H (-3.81906, -2.20661, 1.17996)
H (3.46649, -1.79386, 5.27814)
H (2.16207, -1.24920, 3.29574)
H (-2.25837, 0.01892, 1.79052)
H (1.15644, -0.59210, 1.83007)
H (-0.62303, -0.39063, -2.41817)
H (6.63244, 0.77286, 3.91355)
H (-5.31739, 3.06749, -3.69092)
H (-4.20097, -2.48835, -0.55799)
H (-0.63683, -0.40281, 2.44333)

Force components x, y, z for each atom (eV/Å):
1.1 0.0 0.9
0.7 2.8 -1.0
1.4 0.9 -1.5
-0.2 0.3 -0.6
-0.1 0.4 0.1
-1.6 -2.7 2.1
0.2 0.0 0.1
0.0 0.0 0.1
0.3 -0.2 0.0
-0.8 -0.1 0.2
0.2 -0.1 0.3
0.1 -0.2 0.0
0.2 0.0 -0.4
-0.2 -1.4 0.5
-0.7 0.4 0.2
-0.1 0.1 0.1
-0.1 0.0 0.2
-0.1 0.0 -0.1
0.0 -0.2 0.4
0.7 -0.3 0.1
-0.1 -0.3 0.4
-0.2 0.0 -0.2
-0.3 0.2 -0.5
0.1 0.1 0.0
0.2 -0.3 -0.4
-0.3 0.1 -0.2
-0.9 0.1 -0.5
0.0 0.2 0.2
-0.3 -0.1 -0.1
-0.4 0.1 -0.1
-0.3 -0.1 0.0
-0.2 0.8 0.3
-0.1 0.1 0.2
0.1 0.0 -0.2
-0.2 0.2 -0.4
-0.2 0.2 -0.1
0.0 -0.4 0.4
0.1 0.2 0.3
0.2 0.0 -0.2
0.1 0.3 0.0
0.1 -0.4 0.1
0.2 0.0 0.3
-0.1 -0.1 -0.3
0.0 0.0 -0.3
0.2 0.1 -0.2
0.5 0.0 0.0
0.3 -0.2 0.1
0.3 -0.3 -0.3
-0.3 0.0 0.3
0.0 -0.1 0.0
0.2 -0.1 -0.2
0.2 -0.1 0.2
-0.3 0.0 -0.1

---

No. 6
The following is a DFT calculation (ωB97M-V/def2-TZVPD) of a molecular structure, C9H30B2F3N2O6SV in a non-equilibrium geometry.

Properties
Net charge: -1
LUMO energy (spin up / spin down), eV: 2.72 / 2.73
HOMO-LUMO gap (spin up / spin down), eV: 8.899 / 9.172
Multiplicity: 2
Expectation value of S²: 0.785
Molecular weight, g/mol: 423.98

Atoms and positions in Å:
V (-0.18768, -0.33301, -0.00241)
S (1.39384, 0.48075, -3.14894)
F (2.23607, 2.66908, -1.89767)
F (3.84173, 1.27252, -2.37315)
F (3.01640, 2.45844, -3.94912)
O (4.57013, 0.20466, 0.16316)
O (-0.07339, 1.22096, 0.46626)
O (2.13612, -0.66814, -3.63631)
O (0.48013, 1.02418, -4.14491)
O (-4.87441, -0.86243, -0.29907)
O (0.76132, 0.31720, -1.82581)
N (2.06690, -0.71303, 0.47721)
N (-2.30374, 0.46282, -0.77132)
C (4.17583, 0.20772, 1.52298)
C (5.95594, 0.25122, -0.01932)
C (-3.27759, 0.85650, 0.24355)
C (-4.70644, 0.51991, -0.13583)
C (2.28183, -0.55069, 2.96535)
C (2.70281, 1.82977, -2.80702)
C (-6.21483, -1.26567, -0.47689)
C (2.65540, 0.05599, 1.60857)
C (-3.19252, 2.35981, 0.50549)
B (-0.57632, -2.18422, -1.35456)
B (-0.98647, -1.21030, 2.05933)
H (-0.79614, -0.08228, 2.25833)
H (-1.20441, -1.73891, 3.06292)
H (-2.36982, 1.11426, -1.55254)
H (6.24795, -0.06245, -1.01788)
H (-2.65938, -0.40404, -1.18599)
H (-6.71193, -1.21783, 0.50121)
H (-3.73659, 2.99675, -0.19947)
H (-1.74848, -1.35763, 1.22732)
H (-4.96923, 1.03129, -1.07796)
H (-2.17076, 2.71382, 0.63537)
H (4.44604, 1.12422, 2.05329)
H (-3.66022, 2.64054, 1.45797)
H (-3.08472, 0.35091, 1.19042)
H (6.34373, 1.26035, 0.16468)
H (-6.21913, -2.31478, -0.76479)
H (2.21230, -1.70578, 0.66308)
H (-6.69164, -0.61850, -1.21878)
H (2.75052, 0.03112, 3.76310)
H (-0.76008, -3.11706, -2.01309)
H (1.20954, -0.59892, 3.12701)
H (2.71062, -1.55763, 3.00831)
H (6.48635, -0.39240, 0.69552)
H (-0.00467, -1.55292, 1.58281)
H (4.59519, -0.73355, 1.91205)
H (-1.25637, -2.22209, -0.44727)
H (2.18068, 1.04079, 1.59468)
H (0.48477, -2.22651, -0.93683)
H (-5.41306, 0.95596, 0.58358)
H (2.73925, -0.48749, -0.25873)
H (-0.83140, -1.27335, -1.97787)

Force components x, y, z for each atom (eV/Å):
0.7 3.7 0.1
-1.0 -0.8 -0.9
0.3 0.5 0.0
-0.1 0.2 0.3
-0.2 0.4 0.3
-0.1 0.4 -0.2
0.3 -2.7 -0.7
0.1 0.8 0.8
0.7 0.4 0.9
0.3 -0.4 0.0
0.9 0.7 -0.6
0.6 0.2 0.7
-0.5 -1.4 -0.3
-0.5 -1.2 -0.8
0.6 0.3 0.5
-0.5 1.0 0.6
-0.4 0.4 -0.6
0.6 -0.1 -0.3
-0.6 -1.6 -0.8
0.5 0.2 0.6
-1.2 0.4 0.7
-0.2 0.6 0.9
-0.5 -1.3 -0.7
-0.2 0.9 0.6
-0.2 1.3 0.5
-0.2 -0.9 0.9
0.6 0.2 0.2
-0.4 0.0 -0.1
0.3 -0.1 0.2
-0.3 0.2 -0.2
0.3 -0.3 -0.5
-1.8 -0.2 -1.0
0.1 0.0 -0.2
0.1 -0.2 -0.4
0.4 -0.2 0.1
-0.1 -0.4 0.0
0.4 -0.2 -0.2
0.0 0.1 -0.1
0.1 0.1 -0.3
-0.2 0.0 -0.1
-0.3 -0.2 0.0
-0.1 0.0 0.0
-0.2 -1.1 -0.6
0.0 0.0 -0.1
-0.2 -0.1 0.2
-0.2 -0.2 0.0
2.0 -1.2 -0.7
0.3 0.5 0.7
-1.4 -0.1 1.6
0.1 0.0 -0.4
2.1 0.3 0.6
0.1 -0.3 0.4
-0.7 -0.2 -0.7
-0.2 1.6 -1.0